{"formula": "C54H58AgGe2N5S5", "method": "ωB97M-V/def2-TZVPD", "lumo_energy_ev": 3.82, "e_tot_ha": -8658.46800, "total_charge": -2, "fmax_ev_per_a": 0.471, "orbital_gap_ev": 6.5133, "e_above_lowest_kj_mol": 0.00, "e_homo_ev": -2.69, "species": ["Ag", "C", "C", "C", "C", "C", "C", "C", "C", "C", "C", "C", "C", "C", "C", "C", "Ge", "S", "S", "Ge", "S", "S", "C", "C", "C", "C", "C", "C", "C", "C", "C", "C", "C", "C", "C", "C", "C", "C", "C", "C", "C", "C", "C", "C", "C", "C", "C", "C", "C", "C", "C", "C", "C", "C", "C", "H", "H", "H", "H", "H", "H", "H", "H", "H", "H", "H", "H", "H", "H", "H", "H", "H", "H", "H", "H", "H", "H", "H", "H", "H", "H", "H", "H", "H", "H", "H", "H", "H", "H", "H", "H", "H", "H", "H", "H", "H", "H", "H", "H", "H", "H", "H", "H", "H", "H", "C", "N", "C", "C", "N", "C", "S", "H", "H", "H", "H", "H", "H", "H", "H", "N", "C", "N", "C", "N"], "positions_angstrom": [[-1.4521, 2.1431, 1.6892], [-4.0210, 2.9647, -4.7396], [-3.7868, 1.6888, -3.9752], [-2.8359, 0.7632, -4.3899], [-2.6232, -0.4178, -3.6946], [-1.5470, -1.3745, -4.1332], [-3.3928, -0.6911, -2.5557], [-4.3540, 0.2251, -2.1206], [-5.2147, -0.0150, -0.9064], [-4.5241, 1.4082, -2.8361], [-3.2371, -2.0197, -1.8828], [-3.9169, -3.0785, -2.4856], [-3.8622, -4.3568, -1.9609], [-3.1309, -4.5762, -0.8070], [-2.4496, -3.5343, -0.1802], [-2.4696, -2.2318, -0.7228], [-1.5695, -0.7189, 0.2413], [-2.7667, -0.0334, 1.8872], [0.5688, -1.2437, 0.7727], [1.0155, 0.8613, 0.0546], [1.1339, 2.3245, 1.6205], [-0.8945, 0.9352, -1.1626], [2.6805, 0.9217, -1.0654], [3.7816, 0.0822, -0.8141], [4.9583, 0.2137, -1.5509], [5.0764, 1.1720, -2.5410], [4.0114, 2.0223, -2.7802], [2.8273, 1.9168, -2.0525], [1.7719, 2.9348, -2.3477], [1.7018, 4.1158, -1.6085], [2.6632, 4.4435, -0.4947], [0.7082, 5.0442, -1.9188], [-0.1907, 4.8394, -2.9496], [-1.2597, 5.8516, -3.2534], [-0.0727, 3.6728, -3.7039], [0.8956, 2.7237, -3.4250], [1.0104, 1.4823, -4.2702], [3.8042, -0.9555, 0.2638], [4.1175, -0.5922, 1.5754], [4.4322, 0.8370, 1.9306], [4.1706, -1.5842, 2.5532], [3.9580, -2.9199, 2.2504], [4.0196, -3.9768, 3.3219], [3.6970, -3.2647, 0.9274], [3.6137, -2.3020, -0.0683], [3.3086, -2.6922, -1.4898], [-1.7494, -3.8835, 1.0991], [-0.4447, -4.3789, 1.0883], [0.3319, -4.5658, -0.1872], [0.1700, -4.7036, 2.2968], [-0.4823, -4.5512, 3.5080], [0.2071, -4.8531, 4.8135], [-1.8024, -4.1112, 3.4941], [-2.4564, -3.7967, 2.3112], [-3.9053, -3.3926, 2.3438], [-3.3033, 3.0776, -5.5536], [-3.9299, 3.8318, -4.0853], [-5.0256, 2.9855, -5.1697], [-2.2337, 0.9748, -5.2690], [-1.0517, -1.0126, -5.0351], [-1.9460, -2.3720, -4.3289], [-0.7941, -1.4749, -3.3452], [-5.1335, -1.0359, -0.5373], [-6.2625, 0.1900, -1.1411], [-4.9081, 0.6408, -0.0893], [-5.2561, 2.1305, -2.4836], [-4.4969, -2.8762, -3.3798], [-4.3927, -5.1717, -2.4400], [-3.0860, -5.5654, -0.3635], [5.7894, -0.4461, -1.3232], [5.9956, 1.2673, -3.1074], [4.0864, 2.7998, -3.5329], [3.4581, 3.7051, -0.4023], [2.1334, 4.4677, 0.4582], [3.1160, 5.4236, -0.6712], [0.6294, 5.9468, -1.3193], [-1.2452, 6.6810, -2.5489], [-2.2515, 5.4031, -3.1905], [-1.1437, 6.2540, -4.2636], [-0.7654, 3.4943, -4.5225], [0.2993, 1.5177, -5.0966], [0.7970, 0.5909, -3.6772], [2.0172, 1.3718, -4.6818], [5.2458, 1.2189, 1.3071], [4.7337, 0.9129, 2.9775], [3.5668, 1.4880, 1.7764], [4.3885, -1.2981, 3.5788], [4.1296, -3.5271, 4.3098], [4.8624, -4.6550, 3.1637], [3.1089, -4.5787, 3.3286], [3.5267, -4.3071, 0.6698], [3.0786, -3.7555, -1.5612], [4.1552, -2.4795, -2.1479], [2.4537, -2.1251, -1.8676], [-0.2946, -4.4560, -1.0706], [0.7988, -5.5553, -0.2111], [1.1151, -3.8123, -0.2450], [1.1923, -5.0736, 2.2788], [1.1178, -5.4330, 4.6557], [-0.4451, -5.4189, 5.4824], [0.4845, -3.9302, 5.3298], [-2.3431, -4.0173, 4.4321], [-4.3380, -3.6094, 3.3222], [-4.4814, -3.9219, 1.5819], [-4.0069, -2.3225, 2.1508], [1.2750, 3.3426, 5.0403], [0.8190, 1.9752, 5.0783], [1.7424, 0.9023, 4.7293], [0.8126, -0.2645, 4.3648], [-0.5173, 0.2917, 4.5975], [-0.4725, 1.6215, 4.8420], [-1.7986, 2.6427, 4.8646], [2.1524, 3.4520, 5.6831], [0.4763, 3.9886, 5.3955], [1.5371, 3.6341, 4.0174], [2.3944, 0.6717, 5.5780], [2.3563, 1.2024, 3.8749], [0.9843, -1.1370, 4.9998], [0.9291, -0.5573, 3.3230], [-1.3082, -0.0458, 4.0537], [-2.3912, 4.1918, 1.2551], [-2.8599, 5.2218, 0.9904], [-3.4792, 6.3518, 0.8088], [-3.1218, 7.3321, 0.0274], [-2.8982, 8.2683, -0.6338]], "forces_ev_per_a": [[-0.14, 0.37, 0.25], [0.02, 0.00, 0.00], [-0.01, 0.01, 0.02], [0.00, 0.01, -0.01], [0.00, 0.00, 0.00], [0.01, 0.02, 0.03], [0.01, -0.02, 0.04], [0.02, 0.01, 0.00], [0.02, 0.02, -0.01], [-0.01, 0.01, -0.01], [0.09, -0.03, 0.06], [0.01, 0.00, -0.01], [0.01, 0.02, 0.00], [0.00, 0.03, 0.02], [0.01, 0.06, -0.02], [-0.08, -0.12, 0.02], [0.05, -0.13, -0.07], [0.07, 0.02, -0.06], [0.04, -0.09, -0.05], [0.12, -0.02, -0.05], [-0.24, -0.26, -0.04], [0.05, -0.04, -0.16], [0.07, 0.02, -0.04], [-0.06, 0.07, 0.01], [0.00, -0.01, 0.02], [-0.02, 0.00, -0.01], [-0.03, -0.01, 0.01], [0.04, -0.05, 0.08], [-0.05, -0.08, 0.02], [0.01, -0.01, 0.05], [0.00, 0.09, -0.06], [-0.04, 0.02, 0.03], [0.02, 0.00, 0.03], [-0.05, 0.02, -0.02], [0.00, 0.01, -0.02], [0.01, 0.01, 0.00], [-0.03, 0.02, 0.02], [0.02, 0.03, 0.00], [0.01, 0.04, 0.02], [0.04, -0.03, -0.01], [-0.02, 0.00, 0.00], [0.00, -0.02, -0.03], [-0.01, 0.01, -0.01], [-0.05, 0.00, 0.02], [0.01, -0.02, 0.01], [-0.01, 0.01, -0.01], [-0.04, 0.05, -0.01], [-0.02, -0.01, -0.01], [-0.02, -0.03, 0.00], [0.01, 0.01, 0.00], [0.00, -0.01, 0.01], [0.00, 0.01, -0.02], [-0.02, -0.04, 0.00], [0.06, 0.02, 0.01], [0.00, 0.00, -0.03], [0.00, 0.00, 0.02], [0.02, 0.03, 0.02], [0.01, 0.00, -0.01], [0.00, 0.00, 0.02], [0.00, 0.01, 0.01], [0.01, 0.01, 0.00], [-0.01, 0.01, -0.01], [0.00, 0.00, -0.01], [0.02, 0.01, 0.01], [0.01, -0.01, 0.00], [0.03, -0.03, -0.01], [0.00, 0.00, 0.01], [0.00, 0.00, 0.00], [0.00, 0.01, 0.00], [-0.01, 0.00, 0.00], [0.00, 0.00, 0.00], [0.00, 0.00, 0.01], [-0.01, 0.00, 0.00], [0.04, 0.03, -0.08], [0.01, -0.01, -0.02], [0.01, -0.03, -0.03], [0.01, 0.03, 0.02], [-0.03, -0.05, 0.00], [-0.01, -0.01, 0.00], [0.00, 0.00, 0.02], [-0.01, 0.00, 0.00], [0.00, -0.04, 0.04], [-0.04, -0.01, 0.01], [-0.02, -0.01, 0.01], [0.00, 0.00, -0.03], [0.03, -0.01, 0.00], [0.00, 0.00, -0.03], [0.00, 0.00, -0.02], [-0.01, 0.00, 0.00], [0.02, 0.01, 0.01], [0.00, 0.03, 0.01], [0.00, -0.01, 0.01], [-0.04, 0.01, 0.01], [0.00, -0.02, 0.03], [-0.01, -0.01, 0.00], [-0.01, 0.03, 0.01], [0.06, 0.04, -0.02], [-0.05, 0.02, -0.01], [0.00, 0.01, -0.01], [0.01, 0.01, 0.00], [0.00, -0.01, -0.02], [0.02, 0.00, -0.03], [0.01, 0.03, -0.02], [0.01, -0.02, 0.02], [0.01, 0.02, 0.00], [0.00, 0.00, 0.04], [-0.09, 0.03, -0.10], [0.01, 0.04, -0.01], [-0.03, 0.03, 0.02], [-0.12, -0.11, -0.05], [0.11, 0.06, 0.05], [0.11, -0.08, 0.03], [-0.01, -0.01, 0.01], [-0.01, 0.00, 0.00], [0.01, -0.01, 0.04], [0.01, -0.01, 0.03], [-0.05, -0.01, 0.05], [-0.01, -0.02, 0.01], [0.00, -0.03, -0.05], [0.09, 0.08, -0.01], [-0.05, -0.01, -0.11], [0.12, 0.31, -0.08], [-0.31, -0.10, 0.17], [0.27, -0.04, -0.15], [-0.03, -0.18, 0.09]], "lowdin_charge": [0.287, -0.055, -0.267, -0.026, -0.249, -0.040, -0.181, -0.208, -0.042, -0.007, -0.216, -0.047, -0.080, -0.053, -0.218, -0.183, -0.041, 0.120, 0.322, -0.021, 0.208, 0.286, -0.181, -0.212, -0.052, -0.080, -0.046, -0.216, -0.163, -0.207, -0.072, 0.003, -0.256, -0.046, -0.017, -0.244, -0.042, -0.178, -0.206, -0.048, -0.013, -0.267, -0.050, -0.030, -0.254, -0.041, -0.152, -0.240, -0.046, -0.019, -0.268, -0.056, -0.010, -0.207, -0.050, 0.067, 0.069, 0.074, 0.104, 0.070, 0.074, 0.075, 0.070, 0.077, 0.056, 0.125, 0.119, 0.094, 0.118, 0.117, 0.094, 0.119, 0.068, 0.016, 0.077, 0.123, 0.057, 0.067, 0.075, 0.107, 0.065, 0.059, 0.075, 0.083, 0.073, 0.002, 0.111, 0.072, 0.076, 0.047, 0.114, 0.069, 0.078, 0.084, 0.078, 0.083, 0.022, 0.100, 0.062, 0.072, 0.073, 0.115, 0.074, 0.076, 0.007, -0.097, -0.173, -0.157, -0.154, 0.015, -0.900, 0.538, 0.079, 0.045, 0.045, 0.111, 0.059, 0.100, 0.040, 0.036, 0.051, -0.401, 0.019, -0.480, 0.023]}